The following is a DFT calculation (ωB97M-V/def2-TZVPD) of an isolated molecule of CH5N3OS.

Each line ends with the natural charge from an NBO analysis.
CARTESIAN COORDINATES (ANGSTROEM)
N1 0.31 1.26 1.46  -0.66
N2 0.69 0.03 0.99  -0.50
C1 0.59 -0.46 -0.34  0.76
O1 1.52 -1.05 -0.82  -0.60
N3 -0.58 -0.07 -0.91  -0.76
S1 -1.27 -0.89 -2.30  0.18
H1 0.41 2.11 0.78  0.35
H2 -0.62 1.24 1.89  0.35
H3 1.64 -0.21 1.26  0.37
H4 -1.25 0.22 -0.25  0.39
H5 -1.44 -2.18 -1.77  0.11

Summary:
net charge	0
E_HOMO	-9.88	eV
energy relative to the best compared isomer or geometry (same formula, charge and spin)	43.9	kJ/mol

=====

The following is a DFT calculation (ωB97M-V/def2-TZVPD) of a cluster of 2 separate species, CH5N3OS in total.

Each line ends with the natural charge from an NBO analysis.
CARTESIAN COORDINATES (ANGSTROEM)
C1 0.25 0.71 -0.06  0.74
H1 -2.08 -0.95 -1.14  0.35
H2 -1.47 -1.27 0.68  0.37
H3 -1.65 1.43 0.19  0.39
H4 0.54 -1.68 -0.43  0.44
H5 2.97 0.62 1.09  0.13
N1 -1.93 -0.59 -0.03  -0.67
N2 -1.09 0.52 0.18  -0.50
N3 1.04 -0.42 -0.16  -0.83
O1 0.63 1.78 -0.25  -0.60
S1 2.79 -0.15 -0.06  0.19

Summary:
net charge	0
E_HOMO	-8.97	eV
energy relative to the best compared isomer or geometry (same formula, charge and spin)	301.4	kJ/mol

=====

The following is a DFT calculation (ωB97M-V/def2-TZVPD) of an isolated molecule of CH5N3S.

Each line ends with the natural charge from an NBO analysis.
CARTESIAN COORDINATES (ANGSTROEM)
N1 2.27 -0.13 -0.12  -0.63
N2 1.03 0.42 -0.15  -0.32
C1 -0.05 -0.22 0.21  0.16
N3 -1.15 0.57 0.23  -0.73
S1 -2.60 -0.14 -0.27  0.14
H1 2.90 0.28 -0.77  0.37
H2 2.23 -1.10 -0.13  0.34
H3 -0.12 -1.22 0.63  0.17
H4 -0.90 1.40 -0.21  0.40
H5 -3.60 0.15 0.58  0.11

Summary:
net charge	0
E_HOMO	-7.84	eV
energy relative to the best compared isomer or geometry (same formula, charge and spin)	181.8	kJ/mol

=====

The following is a DFT calculation (ωB97M-V/def2-TZVPD) of an isolated molecule of CH5N3S2.

Each line ends with the natural charge from an NBO analysis.
CARTESIAN COORDINATES (ANGSTROEM)
N1 -0.08 -0.98 -1.49  -0.62
N2 0.09 -1.25 -0.12  -0.43
C1 -0.21 -0.45 0.91  0.27
S1 -0.27 -1.01 2.49  -0.23
N3 -0.39 0.91 0.59  -0.80
S2 0.27 1.99 -0.52  0.19
H1 0.69 -0.34 -1.82  0.36
H2 -0.90 -0.46 -1.60  0.35
H3 0.15 -2.22 0.17  0.41
H4 -0.80 1.38 1.33  0.41
H5 1.43 2.42 0.06  0.10

Summary:
net charge	0
E_HOMO	-8.60	eV
energy relative to the best compared isomer or geometry (same formula, charge and spin)	57.1	kJ/mol

=====

The following is a DFT calculation (ωB97M-V/def2-TZVPD) of a cluster of 2 separate species, CH5N4 in total.

Each line ends with the natural charge from an NBO analysis.
CARTESIAN COORDINATES (ANGSTROEM)
C1 0.09 -0.23 0.04  0.46
N1 1.07 -0.98 -0.55  -0.39
N2 -0.20 -0.79 -1.18  -0.26
N3 -0.31 0.14 1.30  -0.36
N4 -0.04 1.23 0.39  -0.43
H1 1.89 -0.63 -1.04  0.41
H2 -1.21 -2.33 -1.18  0.26
H3 -1.27 0.02 1.60  0.42
H4 0.78 1.81 0.64  0.45
H5 -0.80 1.76 -0.03  0.44

Summary:
net charge	+1
E_HOMO (alpha / beta)	-14.62 / -14.32	eV
energy relative to the best compared isomer or geometry (same formula, charge and spin)	615.8	kJ/mol

=====

The following is a DFT calculation (ωB97M-V/def2-TZVPD) of a cluster of 2 separate species, CH5NO in total.

Each line ends with the Mulliken spin population.
CARTESIAN COORDINATES (ANGSTROEM)
N1 -0.52 1.07 0.87  0.33
H1 0.48 1.03 1.02  -0.07
H2 -0.94 0.63 1.68  -0.13
H3 -0.75 2.06 1.01  -0.03
O1 0.83 -2.31 -1.54  0.28
C1 0.41 -1.14 -1.21  0.56
H4 1.14 -0.41 -0.80  0.04
H5 -0.65 -0.93 -1.04  0.03

Summary:
spin multiplicity	2
net charge	-1
E_HOMO (alpha / beta)	0.91 / -2.40	eV
energy relative to the best compared isomer or geometry (same formula, charge and spin)	51.2	kJ/mol

=====

The following is a DFT calculation (ωB97M-V/def2-TZVPD) of an isolated molecule of CH5NO.

Each line ends with the natural charge from an NBO analysis.
CARTESIAN COORDINATES (ANGSTROEM)
C1 0.72 -0.02 -0.28  -0.53
N1 -0.88 -0.34 -0.22  -0.34
O1 -1.60 0.63 0.55  -0.58
H1 0.86 0.83 -0.96  0.22
H2 1.18 0.15 0.70  0.19
H3 1.16 -0.92 -0.72  0.24
H4 -0.94 -1.20 0.33  0.33
H5 -0.49 0.88 0.60  0.48

Summary:
net charge	0
E_HOMO	-8.91	eV
energy relative to the best compared isomer or geometry (same formula, charge and spin)	372.7	kJ/mol

=====

The following is a DFT calculation (ωB97M-V/def2-TZVPD) of a cluster of 2 separate species, CH5NO in total.

Each line ends with the natural charge from an NBO analysis.
CARTESIAN COORDINATES (ANGSTROEM)
C1 0.62 -0.33 1.14  0.27
O1 -0.05 0.60 1.56  -0.50
H1 1.54 -0.20 0.64  0.11
H2 0.25 -1.37 1.32  0.11
N1 -0.58 -0.22 -2.08  -1.06
H3 -0.73 0.72 -1.76  0.35
H4 0.41 -0.36 -1.92  0.35
H5 -0.74 -0.10 -3.08  0.36

Summary:
net charge	0
E_HOMO	-10.26	eV
energy relative to the best compared isomer or geometry (same formula, charge and spin)	67.9	kJ/mol